# 1
62
Properties=species:S:1:pos:R:3 method="wB97M-V/def2-TZVPD" fmax_ha_per_bohr=0.073 energy_ha=-2396.8198 homo_lumo_gap_ev=4.3 relative_energy_kcal_mol=3.76 lumo_energy_ev=0.16
Tl -1.46 -0.12 0.45
C -1.27 5.69 2.63
N -1.83 4.28 2.63
C -3.02 3.87 3.26
C -3.04 2.51 3.18
N -1.95 2.00 2.44
C -1.23 3.14 2.23
P 0.43 3.14 1.45
C 0.14 2.95 -0.34
N -0.85 2.21 -0.85
C -0.72 2.38 -2.25
C 0.46 3.05 -2.49
N 1.03 3.35 -1.31
C 2.22 4.23 -1.14
C 1.23 1.69 2.13
N 0.76 0.40 2.15
C 1.79 -0.36 2.63
C 2.91 0.43 2.87
N 2.62 1.72 2.46
C 3.49 2.92 2.51
H -1.49 6.20 3.55
H -1.72 6.29 1.86
H -0.17 5.70 2.49
H -3.74 4.62 3.62
H -3.86 1.82 3.42
H -1.40 1.89 -2.92
H 0.90 3.29 -3.44
H 2.31 4.86 -2.04
H 3.12 3.60 -1.02
H 2.03 4.85 -0.24
H 1.68 -1.45 2.76
H 3.92 0.26 3.22
H 3.87 3.07 3.52
H 2.87 3.80 2.32
H 4.29 2.90 1.78
Cl -0.81 -3.70 1.80
C -2.05 -2.58 1.93
H -2.03 -2.17 2.93
H -2.96 -2.77 1.41
C 2.79 -1.77 -2.52
C 2.00 -1.25 -1.44
N 0.91 -1.83 -1.01
C 0.51 -3.02 -1.51
C 1.18 -3.59 -2.64
C 2.32 -2.89 -3.15
C 0.83 -4.84 -3.29
C -0.34 -5.52 -3.16
C -1.61 -5.10 -2.56
C -2.36 -6.10 -1.96
C -3.52 -5.69 -1.30
N -4.00 -4.43 -1.41
C -3.23 -3.60 -2.12
N -2.06 -3.87 -2.65
H 3.68 -1.28 -2.80
H 2.36 -0.36 -0.90
H -0.30 -3.56 -0.99
H 2.93 -3.31 -3.94
H 1.58 -5.36 -3.91
H -0.37 -6.56 -3.47
H -2.09 -7.17 -2.00
H -4.08 -6.27 -0.65
H -3.60 -2.57 -2.21

---

# 2
50
Properties=species:S:1:pos:R:3 method="wB97M-V/def2-TZVPD" fmax_ha_per_bohr=0.088 energy_ha=-1907.5668 total_charge=-1 homo_lumo_gap_ev=9.4 relative_energy_kcal_mol=6.30 lumo_energy_ev=2.11
Cl -0.47 -1.00 0.03
O -0.63 -2.10 -0.98
O -1.55 -1.12 1.08
O 0.90 -1.13 0.77
O -0.51 0.30 -0.71
O -0.81 3.27 -0.91
H -0.22 3.48 -0.19
H -0.19 2.88 -1.52
O 2.36 -2.63 -0.95
H 1.58 -2.50 -0.45
H 2.82 -1.81 -0.93
O -0.77 0.54 3.53
H -0.31 1.34 3.63
H -1.20 0.66 2.67
O 2.96 -3.24 2.09
H 2.24 -2.95 2.67
H 2.71 -3.29 1.19
O 2.55 0.37 2.82
H 2.15 0.91 3.56
H 1.99 -0.42 2.91
O -1.23 1.82 -3.59
H -1.28 2.51 -4.28
H -0.32 1.69 -3.25
O -1.85 1.78 1.24
H -2.64 1.35 1.00
H -1.45 1.78 0.41
O -2.86 -1.04 -2.31
H -2.14 -1.50 -1.90
H -3.56 -1.45 -1.82
O 0.88 -1.83 -3.30
H 0.38 -1.24 -3.88
H 0.25 -2.20 -2.72
O 1.06 -1.93 3.41
H 0.20 -1.70 3.07
H 1.02 -1.67 4.34
O 1.18 1.84 0.80
H 1.63 1.23 1.38
H 0.79 1.37 0.09
O 1.09 2.27 -2.49
H 1.59 2.57 -3.23
H 1.44 1.39 -2.35
O -3.22 1.70 -1.50
H -2.34 2.06 -1.59
H -3.17 0.77 -1.70
O 3.93 -0.79 0.33
H 3.63 -0.08 -0.25
H 3.21 -1.03 0.88
O -3.95 -0.18 1.23
H -3.22 -0.78 1.11
H -4.66 -0.31 0.57

---

# 3
36
Properties=species:S:1:pos:R:3 method="wB97M-V/def2-TZVPD" fmax_ha_per_bohr=0.133 energy_ha=-3904.4671 total_charge=-1 homo_lumo_gap_ev=4.5 relative_energy_kcal_mol=92.57 lumo_energy_ev=2.59
O 0.92 1.82 3.91
C 0.77 1.70 2.78
Co 0.61 1.74 1.02
C -0.96 2.54 1.05
O -1.99 3.06 1.04
C 1.55 3.18 0.74
O 2.20 4.11 0.57
C 0.04 -0.03 0.20
C -1.21 -0.51 0.72
C -1.64 -0.51 2.07
C -2.85 -1.15 2.40
C -3.65 -1.74 1.40
C -3.23 -1.68 0.06
C -2.02 -1.10 -0.25
C 0.87 -0.37 -0.86
C 0.60 -0.78 -2.28
Co 1.72 -0.45 0.70
C 1.85 -0.71 2.52
O 2.08 -1.07 3.60
C 2.95 0.93 0.64
O 3.99 1.41 0.45
C 2.79 -1.89 0.47
O 3.29 -2.81 -0.01
H -1.07 -0.04 2.87
H -3.18 -1.15 3.46
H -4.62 -2.20 1.72
H -3.88 -2.10 -0.71
H -1.79 -1.09 -1.31
H 1.22 -1.76 -2.32
H -0.47 -1.04 -2.48
N 1.15 0.14 -3.47
N 0.46 0.94 -4.55
H 1.57 -0.63 -4.10
H 1.98 0.70 -3.21
H -0.50 0.63 -4.60
H 0.46 1.90 -4.25

---

# 4
94
Properties=species:S:1:pos:R:3 method="wB97M-V/def2-TZVPD" fmax_ha_per_bohr=0.019 energy_ha=-4208.9894 s_squared=6.027 spin_multiplicity=5 total_charge=+2 homo_lumo_gap_ev="8.0 / 5.0" lumo_energy_ev="-4.71 / -8.16"
Co 0.79 0.49 0.36
C 4.38 -3.00 0.97
C 3.51 -1.78 1.30
C 4.35 -0.71 2.00
C 2.36 -2.21 2.22
P 2.66 -0.98 -0.17
C 1.78 -2.42 -0.97
N 0.34 -2.20 -0.93
B -0.36 -1.02 -0.47
N -1.79 -1.35 -0.71
C -2.90 -0.40 -0.71
P -2.34 1.12 -1.65
C -2.75 0.65 -3.45
C -2.73 1.94 -4.27
C -1.61 -0.27 -3.93
C -4.09 -0.06 -3.64
C -3.49 2.46 -0.95
C -3.06 3.81 -1.51
C -4.97 2.19 -1.24
C -3.24 2.46 0.57
C -1.88 -2.62 -1.17
C -3.00 -3.40 -1.48
C -2.79 -4.66 -1.97
C -1.48 -5.17 -2.16
C -0.36 -4.43 -1.83
C -0.55 -3.15 -1.33
C 3.82 -0.40 -1.53
C 2.92 -0.08 -2.73
C 4.50 0.90 -1.07
C 4.88 -1.43 -1.93
H 4.80 -3.38 1.91
H 5.22 -2.74 0.33
H 3.82 -3.81 0.52
H 4.56 -1.01 3.03
H 3.83 0.25 2.03
H 5.31 -0.56 1.51
H 2.76 -2.65 3.13
H 1.71 -2.95 1.75
H 1.75 -1.35 2.51
H 2.03 -3.34 -0.44
H 2.11 -2.54 -2.00
H -3.16 -0.14 0.32
H -3.78 -0.85 -1.17
H -1.83 2.53 -4.07
H -3.61 2.55 -4.08
H -2.73 1.69 -5.34
H -0.63 0.09 -3.60
H -1.61 -0.30 -5.02
H -1.74 -1.29 -3.57
H -4.92 0.49 -3.20
H -4.08 -1.07 -3.23
H -4.28 -0.16 -4.71
H -3.13 3.85 -2.59
H -2.05 4.06 -1.21
H -3.73 4.59 -1.11
H -5.20 2.35 -2.29
H -5.58 2.90 -0.67
H -5.27 1.18 -0.95
H -2.17 2.39 0.79
H -3.77 1.66 1.08
H -3.59 3.41 0.99
H -4.01 -3.03 -1.33
H -3.63 -5.29 -2.21
H -1.36 -6.16 -2.57
H 0.63 -4.85 -1.96
H 1.99 0.41 -2.42
H 2.66 -0.98 -3.30
H 3.44 0.60 -3.41
H 3.77 1.68 -0.87
H 5.17 1.25 -1.86
H 5.10 0.75 -0.17
H 4.47 -2.43 -2.05
H 5.69 -1.47 -1.21
H 5.31 -1.13 -2.89
I 3.70 5.35 1.83
C 2.65 4.32 0.34
C 2.60 4.77 -0.97
C 1.88 4.02 -1.89
C 1.26 2.85 -1.48
N 1.31 2.41 -0.21
C 1.99 3.15 0.68
H 3.10 5.68 -1.27
H 1.81 4.33 -2.92
H 0.69 2.25 -2.17
H 2.00 2.80 1.70
I 0.28 2.60 6.29
C -0.03 1.62 4.49
C -1.19 1.05 4.03
N -0.93 0.55 2.81
N 0.35 0.75 2.45
C 0.91 1.40 3.47
H -2.16 0.96 4.50
H -1.54 0.02 2.21
H 1.95 1.66 3.49

---

Please write out number 1 again, unchanged.
62
Properties=species:S:1:pos:R:3 method="wB97M-V/def2-TZVPD" fmax_ha_per_bohr=0.073 energy_ha=-2396.8198 homo_lumo_gap_ev=4.3 relative_energy_kcal_mol=3.76 lumo_energy_ev=0.16
Tl -1.46 -0.12 0.45
C -1.27 5.69 2.63
N -1.83 4.28 2.63
C -3.02 3.87 3.26
C -3.04 2.51 3.18
N -1.95 2.00 2.44
C -1.23 3.14 2.23
P 0.43 3.14 1.45
C 0.14 2.95 -0.34
N -0.85 2.21 -0.85
C -0.72 2.38 -2.25
C 0.46 3.05 -2.49
N 1.03 3.35 -1.31
C 2.22 4.23 -1.14
C 1.23 1.69 2.13
N 0.76 0.40 2.15
C 1.79 -0.36 2.63
C 2.91 0.43 2.87
N 2.62 1.72 2.46
C 3.49 2.92 2.51
H -1.49 6.20 3.55
H -1.72 6.29 1.86
H -0.17 5.70 2.49
H -3.74 4.62 3.62
H -3.86 1.82 3.42
H -1.40 1.89 -2.92
H 0.90 3.29 -3.44
H 2.31 4.86 -2.04
H 3.12 3.60 -1.02
H 2.03 4.85 -0.24
H 1.68 -1.45 2.76
H 3.92 0.26 3.22
H 3.87 3.07 3.52
H 2.87 3.80 2.32
H 4.29 2.90 1.78
Cl -0.81 -3.70 1.80
C -2.05 -2.58 1.93
H -2.03 -2.17 2.93
H -2.96 -2.77 1.41
C 2.79 -1.77 -2.52
C 2.00 -1.25 -1.44
N 0.91 -1.83 -1.01
C 0.51 -3.02 -1.51
C 1.18 -3.59 -2.64
C 2.32 -2.89 -3.15
C 0.83 -4.84 -3.29
C -0.34 -5.52 -3.16
C -1.61 -5.10 -2.56
C -2.36 -6.10 -1.96
C -3.52 -5.69 -1.30
N -4.00 -4.43 -1.41
C -3.23 -3.60 -2.12
N -2.06 -3.87 -2.65
H 3.68 -1.28 -2.80
H 2.36 -0.36 -0.90
H -0.30 -3.56 -0.99
H 2.93 -3.31 -3.94
H 1.58 -5.36 -3.91
H -0.37 -6.56 -3.47
H -2.09 -7.17 -2.00
H -4.08 -6.27 -0.65
H -3.60 -2.57 -2.21